[1]
12
Properties=species:S:1:pos:R:3 method="wB97M-V/def2-TZVPD" multiplicity=1 gap_ev="9.29 / 7.34" charge=0 homo_energy_ev="-9.20 / -8.39"
C 1.99220 -0.48591 -0.47756
C -1.76852 0.96488 0.15800
N -0.62446 0.15085 0.56104
O 0.56490 0.72856 0.81242
C -0.55853 -1.15095 0.39053
N -0.04833 -2.17445 0.13560
H 2.64049 -0.72092 0.35486
H 2.01968 0.49708 -0.92775
H 1.92570 -1.31214 -1.17095
H -2.67056 0.35171 0.16099
H -1.59667 1.35380 -0.84970
H -1.87589 1.79748 0.85253

=====

[2]
12
Properties=species:S:1:pos:R:3 method="wB97M-V/def2-TZVPD" multiplicity=1 gap_ev=10.84 charge=0 homo_energy_ev=-10.17
H -0.94169 1.42837 1.51464
N -0.99639 0.42503 1.72099
C -0.98799 -0.25453 0.64453
C -0.91884 0.22176 -0.79998
O 0.40518 -0.08533 -1.23847
C 1.20594 -0.21276 -0.12068
N 2.41567 -0.53503 -0.11941
H 2.79876 -0.61779 -1.05758
H -0.87643 -1.34483 0.72807
H -1.64284 -0.32769 -1.41225
H -1.10807 1.29791 -0.88569
H 0.68056 0.03225 0.87003

=====

[3]
12
Properties=species:S:1:pos:R:3 method="wB97M-V/def2-TZVPD" multiplicity=1 gap_ev=10.81 charge=0 homo_energy_ev=-9.82
N 0.36248 0.34225 1.65998
C 0.38913 -0.39682 0.41271
C -1.01158 -0.84889 -0.02709
O -1.04697 0.19701 -1.03657
C 0.30995 0.39098 -0.89293
N 1.11426 0.93767 -1.68530
H 1.27209 0.75279 1.84788
H -0.29506 1.11433 1.58018
H 1.16545 -1.16385 0.45858
H -1.04062 -1.82365 -0.52129
H -1.80983 -0.75102 0.71068
H 0.59070 1.24919 -2.50683

=====

[4]
12
Properties=species:S:1:pos:R:3 method="wB97M-V/def2-TZVPD" multiplicity=1 smiles="[H]/N=C/N(C)C=O" gap_ev=10.01 charge=0 homo_energy_ev=-9.19
H -2.72813 -0.32450 -1.12683
N -1.73380 -0.19101 -1.15393
C -1.08097 -0.46270 -0.09221
N 0.23203 -0.03200 -0.00919
C 1.11847 -0.30243 1.11484
C 0.50942 0.93172 -1.01665
O 1.56161 1.52538 -1.07221
H -1.48230 -0.97692 0.78425
H 1.92320 0.43547 1.05544
H 1.55729 -1.30727 1.05969
H 0.60014 -0.19638 2.07876
H -0.47695 0.90065 -1.62195

=====

[5]
12
Properties=species:S:1:pos:R:3 method="wB97M-V/def2-TZVPD" multiplicity=1 gap_ev=8.86 charge=0 homo_energy_ev=-8.27
C -1.87560 0.13258 -0.50852
C -0.95315 0.86557 0.29728
C 0.99118 -0.05289 -0.06659
N -2.57616 -0.56108 -1.10809
N 0.84940 -1.17443 0.70473
O 0.90290 -0.28245 -1.39320
H -1.34925 0.93811 1.33538
H -0.51787 1.80059 -0.09856
H 1.69643 0.71827 0.31504
H 0.72935 -0.97753 1.75790
H 0.10549 -1.72366 0.34246
H 0.18745 -0.89199 -1.51596

=====

[6]
12
Properties=species:S:1:pos:R:3 method="wB97M-V/def2-TZVPD" multiplicity=1 gap_ev=9.89 charge=0 homo_energy_ev=-9.66
C 1.77282 0.19574 0.42636
N 0.54056 0.92224 0.22679
C -0.46247 0.21476 -0.13250
N -0.45528 -1.13745 -0.37803
C -1.81153 0.87107 -0.34264
O -2.79422 0.21201 -0.59950
H 1.98347 -0.56454 -0.34952
H 2.60897 0.89159 0.45836
H 1.74107 -0.35063 1.38180
H -1.33303 -1.50089 -0.70856
H 0.06326 -1.72416 0.25783
H -1.85363 1.97027 -0.24039

=====

[7]
12
Properties=species:S:1:pos:R:3 method="wB97M-V/def2-TZVPD" multiplicity=1 gap_ev=11.41 charge=0 homo_energy_ev=-10.76
N -1.36025 0.29616 0.44668
C -0.48640 -0.58344 0.73174
C 0.73550 -0.80569 -0.12763
O 0.67799 -2.11257 -0.67053
C 1.18951 2.93172 -0.36187
N 0.15647 2.39515 -0.51807
H -2.13539 0.28518 1.10954
H -0.64500 1.76374 -0.41941
H -0.58718 -1.27178 1.58135
H 0.81333 -0.03082 -0.89932
H 1.64204 -0.75950 0.48573
H -0.00061 -2.10814 -1.35820

=====

[8]
12
Properties=species:S:1:pos:R:3 method="wB97M-V/def2-TZVPD" multiplicity=1 gap_ev=9.72 charge=0 homo_energy_ev=-9.01
C 0.37454 0.90325 1.57193
N 0.59070 -0.46443 1.07190
C 0.30940 -1.05091 -0.08826
N -0.31467 -0.23623 -0.97777
C -0.69074 -0.73974 -2.20855
O -1.25808 -0.06940 -3.03537
H -0.08499 0.87167 2.56167
H 1.30920 1.46887 1.62709
H -0.29844 1.49503 0.94298
H 1.08885 -1.10097 1.67145
H -0.60911 0.72564 -0.82247
H -0.41666 -1.80278 -2.31460

=====

[9]
12
Properties=species:S:1:pos:R:3 method="wB97M-V/def2-TZVPD" multiplicity=1 gap_ev=8.87 charge=0 homo_energy_ev=-9.04
N -1.23925 -0.39110 0.75569
C -1.34325 0.61500 -0.31858
C 1.67106 0.18015 0.01630
O 1.33028 -0.90594 0.62627
C 2.89969 -0.03047 -0.74351
N 3.76051 -0.01468 -1.52316
H -1.73711 -0.07115 1.58087
H -1.69205 -1.25466 0.46595
H -0.91097 0.20249 -1.23407
H -2.37510 0.92864 -0.52024
H -0.73611 1.48089 -0.05287
H 0.37230 -0.73919 0.94736

=====

[10]
12
Properties=species:S:1:pos:R:3 method="wB97M-V/def2-TZVPD" multiplicity=1 smiles=N#C[C@@H](N)CO gap_ev=10.80 charge=0 homo_energy_ev=-10.07
N -2.29591 -0.25368 -1.48281
C -1.47015 -0.28044 -0.67600
C -0.28547 -0.37486 0.15057
N 0.57511 -1.17368 -0.83676
C 0.18881 1.04575 0.65351
O 1.13773 0.99006 1.68882
H -0.47650 -0.92989 1.09346
H 0.15440 -2.08810 -1.05883
H 0.66268 -0.73617 -1.76630
H 0.53647 1.63527 -0.20358
H -0.65414 1.61109 1.09116
H 1.92696 0.55464 1.34675

=====

F_max: 2.2; 3.0; 0.5; 2.3; 3.1; 0.8; 1.4; 0.5; 1.0; 1.8 (eV Å⁻¹)
Energy relative to the best compared isomer or geometry (same formula, charge and spin): 662.8; 309.1; 180.4; 152.9; 312.9; 124.8; 265.4; 189.9; 363.9; 188.7 (kJ/mol)
Electronic energy: -302.440659; -302.575382; -302.624372; -302.634879; -302.573938; -302.645546; -302.592030; -302.620753; -302.554484; -302.621217 (hartree)